No. 1
{"formula": "C21H13Cl2N2O6Yb", "method": "the ωB97M-V functional and the def2-TZVPD basis", "symbols": ["Yb", "O", "C", "C", "C", "C", "C", "C", "C", "O", "N", "N", "C", "C", "C", "C", "C", "C", "C", "O", "H", "H", "H", "H", "H", "H", "H", "H", "H", "H", "Cl", "C", "C", "C", "Cl", "C", "O", "C", "C", "O", "C", "H", "H", "H", "O"], "coordinates": [[-0.1716, -0.2453, -0.5191], [3.6544, -0.7455, 2.8015], [2.6673, -0.8247, 3.6834], [2.9376, -1.0194, 5.0430], [1.9150, -1.1332, 5.9680], [0.5866, -1.0551, 5.5654], [0.3144, -0.8452, 4.2220], [1.3215, -0.7189, 3.2751], [0.9090, -0.4510, 1.8711], [-0.3418, -0.1896, 1.6107], [1.9442, -0.5282, 1.0383], [1.9151, -0.1952, -0.3798], [1.9749, -1.3100, -1.1681], [1.9167, -1.1339, -2.6638], [3.0080, -1.5153, -3.4176], [3.0929, -1.3670, -4.8012], [1.9985, -0.8070, -5.4539], [0.8675, -0.4301, -4.7633], [0.7626, -0.5854, -3.3566], [-0.3208, -0.2617, -2.7333], [3.1445, -0.6805, 1.8831], [3.9799, -1.0880, 5.3336], [2.1599, -1.2903, 7.0139], [-0.2164, -1.1506, 6.2862], [-0.6977, -0.7619, 3.8474], [2.2524, -2.2700, -0.7546], [3.8538, -1.9433, -2.8817], [3.9795, -1.6711, -5.3430], [2.0336, -0.6725, -6.5334], [0.0039, -0.0138, -5.2682], [-6.2102, 4.3456, -0.7240], [-5.0259, 3.0257, -0.6804], [-5.5077, 1.6853, -0.6840], [-4.6499, 0.6554, -0.6511], [-5.1795, -0.9842, -0.6505], [-3.1649, 0.8194, -0.6115], [-2.4283, -0.1631, -0.5786], [-2.7449, 2.2254, -0.6075], [-1.3835, 2.6682, -0.5634], [-0.3441, 2.0330, -0.5329], [-3.7012, 3.2658, -0.6424], [-6.5737, 1.4967, -0.7127], [-1.3082, 3.7797, -0.5611], [-3.3393, 4.2883, -0.6377], [0.1159, -2.2376, -0.5673]], "forces_ev_per_angstrom": [[-3.18, -2.63, -1.65], [0.41, -0.10, 0.34], [-0.22, -0.04, -0.07], [0.21, 0.01, -0.09], [0.01, -0.01, 0.05], [0.05, 0.00, 0.01], [-0.07, 0.04, 0.02], [-0.53, 0.01, 0.31], [0.35, 0.11, -0.92], [1.45, 0.22, 1.57], [0.14, -0.01, -0.02], [2.33, -0.50, 0.11], [-1.49, 0.14, 0.93], [-0.37, 0.25, -0.10], [0.52, -0.23, 0.14], [-0.25, 0.09, 0.13], [0.21, -0.08, -0.30], [-0.03, -0.08, 0.30], [0.27, -0.19, 0.56], [0.28, 0.54, -0.46], [-0.11, 0.09, -0.20], [-0.02, -0.01, 0.06], [0.00, 0.00, -0.01], [-0.01, 0.00, -0.01], [-0.04, -0.01, 0.07], [0.46, 0.07, -0.02], [-0.01, 0.00, -0.05], [0.01, -0.01, 0.01], [-0.02, 0.01, 0.03], [0.00, 0.01, -0.03], [0.30, -0.30, 0.01], [-0.82, -0.39, -0.02], [-0.56, 0.84, -0.02], [1.75, -0.36, 0.04], [-0.31, -0.14, -0.01], [-1.27, 1.52, -0.02], [-0.12, -0.06, 0.01], [-0.51, -0.76, 0.00], [-0.26, 0.75, -0.05], [-0.02, 0.44, 0.04], [0.43, 0.24, 0.01], [0.01, 0.03, 0.00], [0.06, -0.13, 0.00], [-0.01, 0.00, 0.00], [0.97, 0.62, -0.71]], "lumo_ev": [4.002, 4.002], "total_charge": -2, "spin_multiplicity": 2, "total_energy_ha": -3448.1818, "s2": 0.751}



No. 2
{"formula": "C30H31BiNOP2", "method": "the ωB97M-V functional and the def2-TZVPD basis", "symbols": ["C", "C", "C", "C", "C", "C", "C", "C", "C", "C", "C", "C", "C", "H", "H", "H", "H", "H", "H", "H", "N", "Bi", "C", "H", "H", "C", "H", "H", "P", "P", "C", "H", "H", "H", "C", "H", "H", "H", "C", "H", "H", "H", "C", "H", "H", "H", "C", "O", "H", "C", "C", "C", "C", "C", "C", "C", "C", "C", "C", "H", "H", "H", "H", "H", "H", "H"], "coordinates": [[0.9972, -4.4976, -1.2181], [0.1786, -3.3719, -1.1723], [-0.3488, -3.0260, 0.0887], [0.1624, -3.5201, 1.2999], [1.0079, -4.6797, 1.2221], [1.3883, -5.1504, -0.0419], [-0.1528, -2.6040, 2.4996], [-1.6414, -2.4131, 2.5099], [-2.1350, -1.9149, 1.2929], [-3.3111, -1.1412, 1.1945], [-4.1475, -1.1147, 2.3252], [-3.7519, -1.7320, 3.5155], [-2.5061, -2.3662, 3.6401], [1.3821, -4.7979, -2.2005], [1.3560, -5.1704, 2.1347], [2.0643, -6.0006, -0.1351], [0.2043, -3.0804, 3.4235], [-5.0824, -0.5367, 2.2496], [-4.4117, -1.6446, 4.3741], [-2.1701, -2.7795, 4.5975], [-1.2160, -1.9009, 0.1975], [0.0524, -0.0720, 0.3251], [0.0365, -2.4297, -2.3315], [-1.0235, -2.2525, -2.5410], [0.5512, -2.8406, -3.2058], [-3.5079, -0.2032, 0.0350], [-3.4110, -0.7608, -0.9075], [-4.4864, 0.2886, 0.1275], [0.8101, -0.7934, -2.0679], [-2.2702, 1.1611, -0.0124], [-2.8736, 2.1971, 1.3252], [-2.2284, 3.0619, 1.4369], [-3.8771, 2.5359, 1.0798], [-2.9066, 1.6690, 2.2678], [-2.8421, 2.0738, -1.4581], [-3.9155, 2.2556, -1.3881], [-2.3411, 3.0334, -1.5413], [-2.6471, 1.5227, -2.3743], [2.5641, -1.2106, -2.0829], [2.8115, -1.6089, -3.0661], [3.1627, -0.3200, -1.8960], [2.8073, -1.9513, -1.3282], [0.6098, 0.0161, -3.6508], [1.1749, 0.9399, -3.6919], [0.9633, -0.6377, -4.4408], [-0.4263, 0.2642, -3.8430], [0.0476, 1.4862, 2.8128], [-0.0514, 2.1755, 3.7220], [0.2622, -1.6142, 2.5553], [4.6582, 3.8291, 0.9377], [4.2009, 2.6437, 1.5588], [3.0619, 2.0020, 1.0865], [2.3110, 2.5050, -0.0090], [1.1234, 1.9249, -0.5104], [0.4417, 2.4678, -1.5631], [0.8938, 3.6427, -2.1735], [2.0636, 4.2477, -1.7224], [2.8017, 3.7132, -0.6425], [3.9538, 4.3401, -0.1420], [5.5515, 4.3242, 1.3176], [4.7384, 2.2319, 2.4172], [2.7124, 1.0845, 1.5595], [-0.4474, 1.9990, -1.9543], [0.3200, 4.0728, -3.0026], [2.4113, 5.1682, -2.1968], [4.2919, 5.2600, -0.6182]], "forces_ev_per_angstrom": [[0.25, 0.45, -0.10], [0.41, -0.26, 0.87], [-0.09, 1.84, 0.61], [1.32, -0.53, -0.68], [-0.79, 1.18, -0.01], [-0.15, -0.13, 0.11], [-0.67, -3.06, 0.94], [-1.90, 0.73, 1.05], [1.42, 0.83, -0.77], [0.23, -0.24, 1.17], [0.38, 0.35, -0.46], [-0.05, -0.16, -0.01], [0.56, 0.05, -0.98], [0.00, -0.07, 0.50], [0.05, 0.24, -0.34], [-0.28, 0.14, 0.18], [-0.21, -0.03, -0.12], [0.44, -0.36, 0.29], [0.13, -0.18, -0.07], [-0.18, 0.27, -0.33], [-1.80, -1.37, -1.02], [2.25, 1.24, 0.65], [-0.51, -0.37, -0.25], [0.06, 0.00, -0.21], [-0.31, -0.10, -0.08], [-0.01, -0.71, -0.14], [-0.19, 0.24, 0.06], [0.15, -0.17, -0.28], [0.12, -1.47, -0.36], [-1.65, -0.67, 0.09], [0.45, 0.42, 0.27], [0.06, 0.24, 0.07], [-0.09, 0.00, -0.10], [0.04, -0.27, 0.21], [0.26, 0.31, -0.54], [0.00, -0.15, 0.18], [0.07, 0.12, 0.06], [0.00, -0.12, -0.09], [0.31, 0.34, 0.26], [0.02, -0.01, -0.05], [0.06, 0.06, -0.03], [-0.08, -0.14, 0.14], [-0.26, 0.58, -0.25], [0.16, 0.14, 0.09], [0.06, -0.25, -0.06], [-0.28, 0.00, -0.04], [-0.30, 2.22, 2.74], [0.28, -1.75, -2.24], [0.70, 0.26, -0.66], [-0.55, 0.01, -0.47], [-0.60, -0.43, -0.20], [0.35, 0.17, 0.23], [0.66, 1.11, -0.39], [-0.96, -1.02, 0.40], [0.61, 0.51, 0.15], [0.81, 0.99, -0.28], [-0.89, 0.02, -0.65], [-0.71, -0.89, 0.34], [0.96, 0.19, 0.61], [-0.27, -0.07, -0.16], [-0.18, 0.13, -0.33], [0.14, 0.11, 0.05], [-0.06, -0.06, -0.09], [0.35, -0.04, 0.28], [-0.07, -0.27, 0.14], [-0.04, -0.18, 0.07]], "lumo_ev": -3.222, "total_charge": 1, "spin_multiplicity": 1, "total_energy_ha": -2188.8270}



Respective maximum force values: 4.5, 3.5 eV/Å.